Below is C18H21N6ORuS3 as an isolated structure, with properties calculated with the ωB97M-V functional and the def2-TZVPD basis.

Summary:
HOMO (spin up / spin down)	-17.41 / -17.40	eV
HOMO-LUMO gap (spin up / spin down)	0.1657 / 0.1651	Eh
ΔE to the lowest compared entry with this formula, charge and spin	0.000	eV
charge	+3
lowest unoccupied orbital energy (spin up / spin down)	-12.8986 / -12.9041	eV

XYZ file:
```
50
C18H21N6ORuS3 | OMol25 | the ωB97M-V functional and the def2-TZVPD basis
Ru -0.817 0.029 0.044
C 4.431 0.237 1.343
C 3.177 0.104 2.122
N 3.069 0.016 3.404
N 1.725 -0.084 3.659
C 0.987 -0.065 2.564
S -0.707 -0.162 2.370
N 1.890 0.049 1.567
N 1.493 0.166 0.223
H 5.269 0.232 2.038
H 4.454 1.174 0.783
H 4.557 -0.591 0.643
H 1.406 -0.135 4.618
H 1.907 1.028 -0.131
H 1.907 -0.602 -0.303
O -1.156 -0.008 -2.228
C -1.671 1.213 -2.871
C -0.613 2.273 -3.115
C 0.287 2.492 -1.897
C -0.473 2.998 -0.706
C -0.675 4.360 -0.551
C -1.482 4.836 0.466
C -2.104 3.923 1.303
C -1.860 2.584 1.118
N -1.032 2.107 0.157
H -0.553 -0.434 -2.853
H -2.452 1.560 -2.198
H -2.137 0.934 -3.814
H -1.128 3.193 -3.397
H 0.021 1.989 -3.958
H 1.088 3.184 -2.155
H 0.732 1.528 -1.677
H -0.202 5.042 -1.245
H -1.638 5.899 0.593
H -2.771 4.244 2.091
H -2.328 1.852 1.758
S -3.239 -0.437 -0.195
C -2.590 -1.936 -0.217
N -1.205 -1.990 -0.077
C -0.775 -3.242 -0.001
C 0.573 -3.678 0.182
C 0.820 -5.009 0.231
C -0.245 -5.954 0.108
C -1.565 -5.574 -0.058
C -1.838 -4.221 -0.114
S -3.379 -3.470 -0.302
H 1.371 -2.957 0.288
H 1.829 -5.373 0.368
H -0.007 -7.011 0.156
H -2.351 -6.314 -0.135
```

Below is a 3-piece molecular cluster, C11H22NS overall, with properties calculated with the ωB97M-V functional and the def2-TZVPD basis.

Summary:
HOMO (spin up / spin down)	-9.64 / -8.16	eV
HOMO-LUMO gap (spin up / spin down)	0.1540 / 0.0994	Eh
ΔE to the lowest compared entry with this formula, charge and spin	9.244	eV
charge	+1
lowest unoccupied orbital energy (spin up / spin down)	-5.4513 / -5.4513	eV

XYZ file:
```
35
C11H22NS | OMol25 | the ωB97M-V functional and the def2-TZVPD basis
C 4.412 -5.464 -2.556
C -0.018 -6.783 -4.165
C 4.736 -6.876 -2.277
C 2.454 -4.701 -1.867
C 3.751 -5.166 -1.243
C 3.889 -6.723 -0.968
C 4.349 -7.036 0.459
C -4.244 8.765 0.866
C -5.541 7.950 2.836
C -4.228 8.677 2.464
C -3.046 7.866 2.854
N -2.203 8.218 3.839
S 2.956 -5.145 -3.585
H 0.903 -7.403 -4.112
H -0.063 -5.698 -4.137
H 4.325 -7.727 -2.882
H 5.770 -7.157 -2.302
H 1.428 -5.270 -1.669
H 2.134 -3.597 -1.971
H 4.188 -4.503 -0.574
H 2.763 -7.027 -1.022
H 4.196 -8.119 0.488
H 3.890 -6.500 1.182
H 5.411 -6.741 0.538
H -5.059 9.581 0.641
H -4.447 7.774 0.471
H -3.273 8.881 0.583
H -6.229 8.718 3.210
H -6.079 7.540 2.061
H -5.368 7.245 3.549
H -4.259 9.611 2.840
H -3.020 7.035 2.252
H -1.279 7.815 3.859
H -1.007 -7.182 -3.901
H -2.189 9.142 4.241
```

Below is C48H24Cl4N7Rh as an isolated structure, with properties calculated with the ωB97M-V functional and the def2-TZVPD basis.

Summary:
HOMO (spin up / spin down)	-7.88 / -7.88	eV
HOMO-LUMO gap (spin up / spin down)	0.2233 / 0.2233	Eh
ΔE to the lowest compared entry with this formula, charge and spin	0.000	eV
lowest unoccupied orbital energy (spin up / spin down)	-1.8017 / -1.8014	eV

XYZ file:
```
84
C48H24Cl4N7Rh | OMol25 | the ωB97M-V functional and the def2-TZVPD basis
Rh -0.018 0.106 0.364
Cl -2.937 -7.996 4.234
C -2.416 -6.491 3.542
C -1.329 -6.475 2.684
C -0.917 -5.269 2.139
C -1.580 -4.081 2.436
C -2.675 -4.127 3.295
C -3.095 -5.325 3.852
C -1.128 -2.787 1.844
C 0.156 -2.347 2.158
C 1.034 -2.982 3.102
C 2.200 -2.304 3.082
C 2.058 -1.241 2.126
C 3.066 -0.343 1.780
C 4.426 -0.581 2.350
C 5.017 0.356 3.194
C 6.276 0.139 3.733
C 6.954 -1.027 3.418
Cl 8.533 -1.306 4.086
C 6.392 -1.973 2.578
C 5.130 -1.744 2.051
C 2.894 0.738 0.937
N 1.701 1.172 0.414
C 1.980 2.278 -0.345
C 1.062 3.032 -1.059
C 1.557 4.254 -1.761
C 1.496 4.349 -3.149
C 1.954 5.481 -3.805
C 2.471 6.530 -3.064
Cl 3.039 7.955 -3.878
C 2.542 6.460 -1.683
C 2.086 5.320 -1.040
C -0.282 2.711 -1.188
C -1.259 3.519 -1.871
C -2.422 2.844 -1.845
C -2.183 1.610 -1.146
N -0.886 1.579 -0.709
C -3.129 0.611 -0.971
C -2.910 -0.562 -0.261
C -3.843 -1.663 -0.190
C -3.286 -2.608 0.586
C -1.998 -2.111 1.009
N -1.792 -0.866 0.469
C -4.466 0.796 -1.612
C -5.605 0.909 -0.818
C -6.855 1.090 -1.388
C -6.962 1.157 -2.768
Cl -8.525 1.385 -3.491
C -5.844 1.048 -3.577
C -4.597 0.871 -2.995
C 3.400 2.539 -0.304
C 3.957 1.600 0.479
N 0.789 -1.262 1.615
H -0.817 -7.396 2.443
H -0.074 -5.252 1.458
H -3.198 -3.211 3.540
H -3.940 -5.355 4.526
H 0.779 -3.833 3.711
H 3.082 -2.497 3.669
H 4.479 1.264 3.442
H 6.727 0.864 4.395
H 6.939 -2.873 2.335
H 4.689 -2.476 1.385
H 1.104 3.519 -3.726
H 1.913 5.548 -4.884
H 2.948 7.289 -1.120
H 2.132 5.264 0.041
H -1.071 4.483 -2.315
H -3.365 3.141 -2.274
H -4.790 -1.705 -0.701
H -3.688 -3.578 0.827
H -5.511 0.858 0.261
H -7.739 1.181 -0.771
H -5.947 1.097 -4.653
H -3.718 0.782 -3.625
H 3.903 3.326 -0.841
H 5.003 1.472 0.703
N 0.481 -0.816 -1.281
C 0.328 -0.897 -2.427
C 0.141 -0.997 -3.790
C 0.618 -2.131 -4.506
N 1.002 -3.055 -5.078
C -0.533 0.077 -4.433
N -1.106 0.939 -4.944
```

Below is C46H52F2N6O4Pt2 as an isolated structure, with properties calculated with the ωB97M-V functional and the def2-TZVPD basis.

Summary:
HOMO (spin up / spin down)	-12.60 / -12.60	eV
HOMO-LUMO gap (spin up / spin down)	0.1757 / 0.1804	Eh
spin multiplicity	5
charge	+2
expectation value of S²	6.07
lowest unoccupied orbital energy (spin up / spin down)	-7.8204 / -7.6925	eV

XYZ file:
```
112
C46H52F2N6O4Pt2 | OMol25 | the ωB97M-V functional and the def2-TZVPD basis
Pt 1.370 3.991 -0.075
Pt -2.194 0.208 -2.439
O -0.011 0.797 -0.435
C 0.192 -0.274 0.487
C -0.178 -1.788 0.169
O -1.443 -1.943 -0.503
H -0.327 0.058 1.386
H 1.228 -0.279 0.824
H -0.216 -2.459 1.027
H 0.617 -2.181 -0.464
N -4.925 1.368 -0.484
C -5.813 2.322 -0.867
C -6.919 2.717 -0.105
C -7.187 2.165 1.141
C -6.280 1.218 1.618
C -5.234 0.873 0.796
H -5.725 2.752 -1.854
H -7.583 3.452 -0.538
H -8.048 2.523 1.687
H -6.358 0.926 2.654
H -4.476 0.184 1.138
N -1.674 4.841 1.850
C -2.458 5.911 1.516
C -3.701 6.175 2.039
C -4.208 5.341 2.986
C -3.337 4.274 3.404
C -2.145 4.056 2.825
H -2.086 6.555 0.733
H -4.287 7.018 1.703
H -5.206 5.460 3.382
H -3.703 3.593 4.157
H -1.481 3.291 3.199
N -4.782 -0.694 -4.759
C -5.640 -1.659 -4.346
C -6.737 -2.124 -5.066
C -7.047 -1.412 -6.204
C -6.194 -0.454 -6.756
C -5.074 -0.140 -6.000
H -5.469 -2.036 -3.348
H -7.358 -2.930 -4.704
H -7.922 -1.680 -6.778
H -6.467 -0.079 -7.731
H -4.352 0.573 -6.371
N 0.256 -0.569 -4.987
C 0.330 -1.906 -5.383
C 1.374 -2.527 -6.063
C 2.385 -1.757 -6.586
C 2.351 -0.353 -6.401
C 1.295 0.176 -5.592
H -0.355 -2.557 -4.861
H 1.311 -3.574 -6.319
H 3.063 -2.273 -7.250
H 3.064 0.287 -6.899
H 1.186 1.243 -5.464
N 3.268 3.435 2.875
C 3.114 4.228 3.980
C 3.887 4.139 5.127
C 4.900 3.180 5.252
C 5.066 2.322 4.134
C 4.255 2.465 2.995
H 2.297 4.934 3.970
H 3.656 4.718 6.009
H 5.490 3.039 6.145
H 5.693 1.443 4.139
H 4.502 1.798 2.181
N 4.226 3.203 -1.931
C 4.438 1.996 -2.600
C 5.489 1.634 -3.406
C 6.506 2.577 -3.584
C 6.375 3.845 -3.029
C 5.262 4.104 -2.235
H 3.763 1.188 -2.359
H 5.481 0.677 -3.907
H 7.283 2.362 -4.303
H 7.019 4.689 -3.226
H 5.098 5.097 -1.842
C 0.912 -6.335 -3.032
O -0.460 -6.389 -3.385
H 1.279 -5.324 -2.857
H 1.047 -6.838 -2.074
H 1.524 -6.919 -3.719
H -1.021 -6.270 -2.615
C -2.198 -6.526 1.266
O -2.788 -6.062 0.034
H -1.167 -6.765 1.004
H -2.263 -5.875 2.138
H -2.557 -7.531 1.487
H -2.629 -5.116 -0.018
F 0.568 -1.652 5.016
C -0.641 -1.172 5.358
C -0.786 0.084 5.955
C -2.061 0.554 6.268
C -3.177 -0.320 6.007
C -3.007 -1.602 5.422
C -1.701 -1.993 5.087
H 0.039 0.736 6.199
H -2.135 1.518 6.749
H -4.130 -0.027 6.422
H -3.819 -2.291 5.238
H -1.421 -2.965 4.707
F 5.991 -3.757 4.277
C 6.332 -3.095 3.126
C 5.445 -3.012 2.063
C 5.792 -2.273 0.882
C 7.017 -1.634 0.805
C 7.917 -1.748 1.876
C 7.556 -2.422 3.046
H 4.540 -3.595 2.146
H 5.110 -2.253 0.045
H 7.321 -1.194 -0.134
H 8.879 -1.260 1.829
H 8.206 -2.449 3.908
```

Below is a 2-piece molecular cluster, C5H13NO2 overall, with properties calculated with the ωB97M-V functional and the def2-TZVPD basis.

Summary:
HOMO	-8.49	eV
HOMO-LUMO gap	0.3422	Eh
ΔE to the lowest compared entry with this formula, charge and spin	3.090	eV
lowest unoccupied orbital energy	0.8169	eV

XYZ file:
```
21
C5H13NO2 | OMol25 | the ωB97M-V functional and the def2-TZVPD basis
O 1.613 1.206 -1.558
C 1.677 0.678 -0.257
C 0.270 1.092 0.455
C 0.147 0.147 1.706
C -0.844 -0.873 1.336
C -1.662 -0.332 0.157
N -0.781 0.707 -0.397
H 1.448 2.148 -1.481
H 2.502 0.831 0.206
H 1.508 -0.323 -0.441
H 0.279 2.153 0.706
H -0.279 0.695 2.566
H 0.992 -0.266 2.060
H -0.322 -1.822 1.130
H -1.402 -1.215 2.219
H -1.924 -1.203 -0.510
H -2.573 -0.015 0.691
H -1.263 1.343 -0.958
O 0.065 -2.080 -2.506
H -0.314 -1.383 -3.032
H 0.864 -1.487 -2.092
```

Below is a 7-piece molecular cluster, H14O7 overall, with properties calculated with the ωB97M-V functional and the def2-TZVPD basis.

Summary:
HOMO	-10.95	eV
HOMO-LUMO gap	0.4158	Eh
ΔE to the lowest compared entry with this formula, charge and spin	1.380	eV
lowest unoccupied orbital energy	0.3667	eV

XYZ file:
```
21
H14O7 | OMol25 | the ωB97M-V functional and the def2-TZVPD basis
O -2.895 -0.695 0.513
H -3.596 -0.246 1.037
H -2.027 -0.632 1.065
O 1.280 1.221 0.988
H 1.821 1.714 1.583
H 1.945 0.608 0.469
O -0.243 2.699 -0.659
H -1.014 3.175 -0.268
H 0.100 2.273 0.156
O -1.170 0.014 -1.478
H -2.119 -0.175 -1.077
H -0.903 0.976 -1.139
O -0.476 -0.916 1.590
H -0.187 -1.493 0.871
H -0.036 -0.022 1.405
O 2.889 -0.574 -0.130
H 2.157 -0.967 -0.692
H 2.784 -1.274 0.773
O 0.689 -1.799 -0.985
H 0.458 -2.458 -1.703
H 0.025 -1.087 -1.192
```

| no. | total energy (eV) |
| --- | --- |
| 1 | -65055.8648 |
| 2 | -24074.2077 |
| 3 | -113695.2424 |
| 4 | -77573.0337 |
| 5 | -10978.7885 |
| 6 | -14560.0816 |